a | The ion C4H8NO2S with charge -1, computed with wB97M-V/def2-TZVPD.

Each line ends with the Löwdin charge.
CARTESIAN COORDINATES (ANGSTROEM)
C -0.6138 0.1439 -2.0660  -0.173
N 0.0110 0.7176 -0.9329  -0.119
C 0.0453 -0.0998 0.2986  -0.371
C 0.2290 0.8753 1.4704  -0.443
S -1.0912 0.7104 2.8374  0.565
C 1.0185 -1.2189 0.1499  -0.831
O 0.7989 -2.3053 0.6489  -0.035
O 2.0015 -0.9448 -0.5103  -0.036
H -1.6315 -0.3537 -1.7493  0.109
H -0.0124 -0.5231 -2.7359  0.085
H -1.0080 0.9509 -2.6672  0.041
H 1.0235 0.7481 -1.0060  0.090
H -0.9171 -0.8321 0.3736  0.162
H 1.1341 1.0151 1.9152  0.026
H 0.0528 1.8273 1.0245  0.042
H -1.0408 -0.7109 2.9492  -0.112

Its net charge is -1. As for the SMILES: CN[C@H](CS)C(=O)[O-]. Its highest occupied orbital energy is -4.12 eV. Its multiplicity is 1.

b | The ion C4H8NO2S with charge -1, computed with wB97M-V/def2-TZVPD.

Each line ends with the Löwdin charge.
CARTESIAN COORDINATES (ANGSTROEM)
C 0.6488 -0.6775 -0.4169  -0.510
C -0.6315 0.1345 1.5725  -0.100
C -1.4552 0.5494 -0.6990  -0.095
C -0.7142 -0.4566 0.1387  -0.427
N 0.7994 -1.4389 -1.3798  0.084
O 2.0577 1.5442 -0.4525  -0.579
O 3.1974 -0.6801 -0.5679  -0.591
S 2.2313 0.2007 0.1862  0.653
H 0.0144 1.0220 1.4424  0.067
H -1.5687 0.2884 1.8992  0.027
H -0.0457 -0.5278 2.1514  0.058
H -1.1439 1.6409 -0.4706  0.112
H -1.4764 0.4136 -1.7496  0.055
H -2.4840 0.6307 -0.3377  0.062
H -1.2480 -1.4174 0.3562  0.139
H 1.8187 -1.2261 -1.6725  0.045

Its net charge is -1. Its highest occupied orbital energy is -3.47 eV. Its multiplicity is 1.

Verdict on stability: a comes out on top.